(1)
Computed, not measured: a cluster of 2 separate species, C8H10N3OS in total in a non-equilibrium geometry, with the ωB97M-V functional and the def2-TZVPD basis.

Charge = +1
Multiplicity = 3

Geometry as XYZ:
```
23
C8H10N3OS (the ωB97M-V functional and the def2-TZVPD basis)
C 1.87906 -1.89791 -0.07254
C 2.24979 -0.60666 -0.15177
C -0.02475 -0.73380 0.05305
C 3.51412 0.10605 -0.23668
C 3.45018 1.45610 -0.27232
C 2.22211 2.19429 -0.19191
C 0.98652 1.47599 -0.20442
C -3.75220 -0.91515 0.98634
N -3.52099 0.17456 -1.36409
N 1.04949 0.11618 -0.09022
N 0.53345 -1.95601 -0.04599
O -3.24879 1.77292 0.55592
S -3.06361 0.48654 -0.00022
H 2.35778 -2.79100 -0.17628
H 4.33266 -0.49953 -0.06278
H 4.36251 2.02350 -0.30633
H 2.17628 3.30574 -0.20417
H 0.01351 1.87324 0.10370
H -2.95915 -1.53164 1.54787
H -4.41685 -0.43594 1.76234
H -4.23062 -1.65460 0.21283
H -3.92853 0.76419 -2.13080
H 0.01805 -2.72705 0.28845
```

***

(2)
Computed, not measured: a cluster of 2 separate species, C8H10N3S in total in a non-equilibrium geometry, with the ωB97M-V functional and the def2-TZVPD basis.

Charge = +1

Geometry as XYZ:
```
22
C8H10N3S (the ωB97M-V functional and the def2-TZVPD basis)
C 2.74632 1.03272 1.23479
C 2.29571 2.17616 0.52234
C 1.99340 -0.05023 1.58877
C 1.06562 2.14584 0.01523
C 0.62967 -0.13434 0.99805
C 0.18286 1.05430 0.05484
C -2.31370 -1.63389 -0.75124
C -1.30235 -1.17201 -2.81050
N -2.81112 -2.54655 0.02020
N -1.03517 1.05501 -0.42570
N -1.74100 -1.91060 -1.90743
S -0.77257 -0.45433 -4.05424
H 3.77727 1.03262 1.78764
H 2.85468 3.10934 0.50437
H 2.43659 -0.67446 2.38221
H 0.64132 2.94471 -0.48090
H 0.66658 -1.04270 0.39556
H -2.33234 -0.56453 -0.56442
H -2.92042 -2.29580 0.98664
H -2.76563 -3.57658 -0.19783
H -1.31337 1.86702 -1.09723
H 0.01766 -0.36172 1.79885
```

***

The records above yield M values of 196.26; 180.26 g/mol, respectively.
The records above yield energy above the lowest of the compared OMol25 structures with the same formula, charge and spin values of 0.0; 189.3 kJ/mol, respectively.